A molecular structure, C2H6CsO in a non-equilibrium geometry, computed with ωB97M-V/def2-TZVPD.

Geometry as XYZ:
```
10
Properties=species:S:1:pos:R:3:forces:R:3
Cs -0.92194 -2.36000 2.41123 -0.508 -0.805 0.587
C -0.18036 -0.06431 -1.08578 -0.126 -1.896 -1.403
C 0.03081 0.79070 0.18524 0.664 1.072 1.878
O 0.53962 -0.13735 1.14553 -1.797 1.196 -1.342
H 0.74998 -0.56159 -1.36015 -0.039 0.181 -0.106
H -0.55067 0.56321 -1.89645 0.281 0.955 0.146
H -0.98010 -0.80178 -1.01749 0.111 -0.109 0.570
H -0.91829 1.21025 0.51884 -0.287 -0.487 0.212
H 0.74307 1.60585 0.05752 0.332 -0.211 -0.467
H 1.48788 -0.24499 1.04151 1.368 0.103 -0.073
```
Positions in Å, forces in eV/Å.

- Lowest unoccupied orbital energy (alpha / beta): -7.704 / -14.591 eV
- Total charge: +2
- Orbital gap (alpha / beta): 14.676 / 7.640 eV
- HOMO energy (alpha / beta): -22.381 / -22.231 eV
- ΔE to the lowest compared entry with this formula, charge and spin: 5.27 kcal per mole
- Multiplicity: 2